No. 1
Molecular formula: C6H9N
Method: DFT, ωB97M-V/def2-TZVPD

HOMO	-7.6	eV
total energy	-288.72643	a.u.
2S+1	1
total charge	0
SMILES	Cc1c[nH]c(C)c1
frontier orbital gap	8.6	eV
energy above the lowest of the compared OMol25 structures with the same formula, charge and spin	34.9	kcal per mole

Atoms and positions in Å:
C 0.638 0.093 -2.376
C 0.193 0.595 -1.015
C -1.047 0.023 -0.896
N -1.198 -0.305 0.400
C -0.054 0.009 1.086
C 0.078 -0.211 2.533
C 0.851 0.532 0.217
H -0.082 -0.585 -2.867
H 1.623 -0.358 -2.462
H 0.666 0.985 -2.976
H -1.880 -0.084 -1.585
H -2.011 -0.756 0.768
H -0.006 -1.274 2.779
H 1.065 0.130 2.855
H -0.688 0.334 3.093
H 1.850 0.872 0.446

Force components x, y, z for each atom (eV/Å):
C 0.796 1.771 -1.536
C -0.459 -2.860 -2.688
C -1.061 0.975 1.380
N -0.348 0.000 0.831
C -0.052 -0.072 0.660
C 0.009 -0.187 0.615
C -0.053 0.303 0.342
H 0.418 0.269 0.443
H 0.093 -0.056 0.438
H 0.381 0.277 -1.149
H 0.538 -0.274 -0.033
H -0.140 0.037 0.397
H -0.019 0.055 0.109
H -0.184 -0.034 0.057
H 0.118 -0.046 0.100
H -0.036 -0.158 0.035

Atomic partial charges in e from the natural (NBO) method, atoms 1 to 8:
1 C -0.62
2 C -0.14
3 C -0.04
4 N -0.50
5 C 0.12
6 C -0.64
7 C -0.29
8 H 0.20


No. 2
Molecular formula: C24H44CdF9O12
Method: DFT, ωB97M-V/def2-TZVPD

HOMO	-11.6	eV
total energy	-2909.93437	a.u.
2S+1	1
total charge	+1
frontier orbital gap	7.9	eV
energy above the lowest of the compared OMol25 structures with the same formula, charge and spin	0.0	kcal per mole

Atoms and positions in Å:
Cd 10.338 30.210 -0.734
C 11.825 28.255 0.450
O 11.319 28.135 -0.910
O 11.608 29.567 0.772
C 11.125 27.137 1.289
F 10.035 26.672 0.670
F 11.892 26.055 1.505
F 10.786 27.595 2.488
C 12.034 27.291 -1.805
C 11.022 26.305 -2.424
H 11.480 25.610 -3.125
H 10.563 25.704 -1.634
H 10.180 26.845 -2.861
H 12.831 26.709 -1.341
H 12.450 27.758 -2.702
H 12.895 28.040 0.370
C 13.429 30.583 -2.204
O 12.019 30.770 -2.221
C 11.531 30.770 -3.557
C 10.043 30.946 -3.630
O 9.506 29.929 -2.767
C 8.085 29.916 -2.568
C 7.763 28.810 -1.543
O 8.588 29.049 -0.383
C 7.929 28.758 0.855
H 13.845 31.092 -3.073
H 13.694 29.524 -2.309
H 13.901 30.865 -1.267
H 11.883 29.834 -4.008
H 12.002 31.560 -4.153
H 9.705 30.808 -4.657
H 9.719 31.911 -3.223
H 7.519 29.961 -3.499
H 7.867 30.884 -2.085
H 7.993 27.830 -1.960
H 6.686 28.857 -1.385
H 7.024 29.354 1.022
H 8.586 29.127 1.643
H 7.655 27.712 0.952
C 15.306 21.581 0.562
O 14.297 21.857 -0.381
C 13.626 23.078 -0.151
C 14.423 24.339 -0.265
O 14.831 24.623 -1.600
C 15.976 25.435 -1.570
C 16.362 25.844 -2.980
O 15.632 26.938 -3.557
C 16.405 28.116 -3.467
H 16.149 22.280 0.566
H 15.772 20.618 0.351
H 14.820 21.502 1.542
H 13.045 23.054 0.777
H 12.857 23.073 -0.929
H 15.332 24.258 0.350
H 13.954 25.222 0.186
H 16.873 24.956 -1.159
H 15.822 26.308 -0.922
H 16.069 24.995 -3.606
H 17.423 25.971 -3.199
H 16.666 28.400 -2.439
H 15.783 28.965 -3.780
H 17.223 27.998 -4.183
C 12.491 22.440 -4.534
C 11.225 22.510 -5.379
O 10.305 23.445 -4.838
C 8.980 23.167 -4.905
O 8.521 22.617 -5.857
C 8.138 23.706 -3.745
F 8.628 23.255 -2.578
F 8.150 25.055 -3.737
F 6.879 23.282 -3.903
H 12.357 22.309 -3.463
H 13.081 23.355 -4.654
H 13.143 21.668 -4.944
H 10.857 21.481 -5.421
H 11.429 22.770 -6.417
C 13.160 32.086 -7.009
C 14.003 30.846 -7.236
O 13.189 29.726 -6.840
C 13.748 28.518 -6.771
O 14.910 28.334 -6.929
C 12.797 27.348 -6.402
F 13.103 26.974 -5.164
F 11.544 27.740 -6.510
F 13.048 26.328 -7.182
H 13.722 32.887 -7.494
H 13.034 32.393 -5.973
H 12.216 31.883 -7.510
H 14.947 30.826 -6.694
H 14.166 30.766 -8.311

Force components x, y, z for each atom (eV/Å):
Cd 1.545 0.241 0.481
C 0.454 1.154 -1.364
O 0.906 -0.573 -0.177
O -0.112 -1.027 1.161
C 0.142 0.185 0.329
F -0.523 0.084 0.082
F 0.494 0.207 -0.335
F -0.349 0.212 0.244
C -1.076 -1.833 -1.507
C -0.193 -0.187 1.060
H 0.017 0.214 -0.203
H 0.138 -0.087 0.024
H 0.236 0.079 -0.387
H 0.039 0.284 0.347
H 0.246 0.938 0.543
H 0.102 -0.223 0.479
C 0.729 -0.870 -0.239
O -0.488 0.852 -0.036
C 0.927 -0.172 -0.723
C -0.066 -0.394 0.712
O -0.387 -0.543 -0.716
C 0.129 1.018 1.026
C 0.409 0.394 -1.467
O -2.468 -0.428 -0.365
C -0.297 0.776 0.972
H 0.244 0.294 0.285
H -0.344 -0.057 -0.193
H -0.471 0.587 0.040
H -0.498 -0.098 -0.168
H -0.012 0.143 0.228
H -0.073 0.070 0.024
H 0.084 0.154 -0.305
H 0.103 -0.792 -0.068
H -0.313 -0.080 0.052
H 0.149 -0.094 0.122
H 0.059 0.055 0.645
H -0.077 0.034 -0.666
H 0.292 -0.639 -0.004
H 0.404 -0.121 -0.064
C -0.013 -0.523 0.463
O 0.630 0.409 -0.244
C -1.300 -0.395 -0.837
C 1.380 0.325 0.467
O -0.060 -0.170 0.394
C 0.895 1.012 -0.399
C -1.175 -0.683 -1.390
O 0.170 0.012 1.072
C -0.852 0.490 -0.454
H -0.316 0.302 0.069
H -0.382 -0.072 -0.262
H 0.426 0.189 0.192
H 0.372 0.048 0.369
H -0.005 0.220 -0.082
H -0.020 -0.269 -0.040
H -0.610 -0.165 -0.195
H -0.261 -0.571 0.198
H -0.171 0.187 -0.097
H 0.055 -0.139 0.089
H 0.177 0.165 0.642
H 0.555 -0.488 -0.078
H -0.020 -0.248 -0.363
H 0.389 0.470 0.496
C 0.612 1.142 -0.656
C 0.889 -1.230 -0.359
O -1.198 0.357 1.921
C 1.763 0.030 -1.889
O -0.795 -0.385 0.388
C -0.052 -0.275 -0.098
F -0.367 0.335 -0.248
F -0.051 -0.316 0.196
F 0.553 0.379 0.406
H -0.357 -0.299 -0.075
H -0.139 0.097 0.112
H -0.192 -0.246 0.166
H -0.789 0.304 0.129
H 0.176 0.199 0.060
C 0.773 -0.168 -0.333
C -0.237 0.063 0.116
O -1.097 -0.679 0.415
C 0.496 0.860 -0.118
O 0.740 -0.556 -0.145
C 1.409 1.334 -0.205
F -0.572 0.000 0.709
F -0.909 -0.327 0.298
F -0.286 -0.689 -0.721
H -0.413 0.187 -0.122
H -0.109 -0.299 0.072
H -0.148 0.509 0.103
H 0.006 -0.003 -0.083
H 0.328 -0.190 0.085

Atomic partial charges in e from the Mulliken method, atoms 1 to 8:
1 Cd 0.33
2 C 0.57
3 O 0.93
4 O -1.12
5 C 0.73
6 F -0.24
7 F -0.29
8 F -0.28


No. 3
Molecular formula: C14H13Cl12FIN3O2PS
Method: DFT, ωB97M-V/def2-TZVPD

HOMO	-11.8	eV
total energy	-7514.83516	a.u.
2S+1	1
total charge	+1
frontier orbital gap	6.3	eV

Atoms and positions in Å:
C 2.321 -2.366 0.633
C 3.240 -1.710 1.424
C 2.681 -0.669 2.427
C 2.174 0.491 1.566
C 0.822 0.508 1.229
F 0.090 -0.475 1.709
C 0.305 1.528 0.409
C -1.172 1.531 0.080
O -1.768 2.488 -0.292
O -1.884 0.290 0.265
N -2.546 0.445 1.527
C -2.783 -0.643 2.060
S -2.685 -2.019 2.778
C 1.227 2.492 -0.056
I 0.661 4.051 -1.348
C 2.551 2.429 0.333
N 3.020 1.449 1.124
P 4.770 1.461 1.555
N 5.323 2.904 1.355
H 2.307 -2.148 -0.445
H 1.572 -3.063 1.068
H 4.321 -1.888 1.349
H 3.421 -0.351 3.171
H 1.837 -1.140 2.958
H 3.225 3.202 -0.045
H 4.904 1.128 2.919
H 5.466 0.520 0.755
H 6.079 2.890 0.672
C -0.772 2.137 -4.886
Cl 0.051 3.694 -5.029
Cl 0.193 0.856 -5.615
Cl -1.127 1.764 -3.192
H -1.713 2.201 -5.420
C -4.222 -1.042 -1.813
Cl -5.484 -1.448 -0.648
Cl -3.448 -2.506 -2.430
Cl -4.875 -0.073 -3.135
H -3.471 -0.452 -1.304
C -5.464 2.931 0.262
Cl -6.086 2.370 -1.290
Cl -6.649 2.665 1.547
Cl -3.940 2.100 0.635
H -5.275 3.995 0.192
C 0.586 -6.581 0.275
Cl 1.158 -7.306 -1.223
Cl 1.376 -5.012 0.546
Cl -1.165 -6.392 0.253
H 0.849 -7.237 1.096

Force components x, y, z for each atom (eV/Å):
C 0.545 0.536 0.262
C -0.814 0.074 0.230
C 0.381 -1.579 0.433
C 0.164 -1.144 1.138
C 0.555 0.952 -0.573
F -0.031 0.187 -0.035
C 0.200 -1.035 0.454
C -1.083 0.062 -0.103
O 2.327 -0.388 -0.461
O 1.306 0.855 -0.266
N 0.691 -1.300 0.802
C 1.420 -0.575 0.014
S -0.754 0.490 -0.164
C -0.960 0.088 -0.132
I 0.618 -0.056 0.568
C 0.059 0.831 -0.799
N -0.989 -0.856 0.304
P 2.393 2.165 -0.114
N -0.151 -0.822 -0.251
H 0.967 -1.911 0.000
H -0.651 2.542 -0.028
H -0.157 1.348 -1.075
H -0.298 0.000 -0.144
H 0.181 0.489 -0.105
H 0.194 -0.461 0.494
H -0.935 -0.502 -0.419
H -0.874 -0.432 0.365
H -0.228 0.437 -0.033
C 0.166 -0.116 -0.091
Cl -0.069 -0.023 -0.020
Cl -0.060 0.048 0.029
Cl -0.279 -0.212 -0.283
H 0.009 0.003 0.071
C -0.089 0.026 -0.029
Cl 0.075 0.048 0.025
Cl 0.048 0.044 0.037
Cl 0.120 -0.204 -0.138
H -0.048 -0.003 -0.021
C 0.009 -0.037 -0.028
Cl -0.061 0.197 0.139
Cl 0.037 0.048 -0.041
Cl -3.701 1.335 0.179
H -0.026 -0.045 0.018
C -0.144 -0.175 -0.155
Cl 0.015 0.050 0.097
Cl -0.166 -1.070 -0.192
Cl 0.073 0.024 0.050
H 0.017 0.070 -0.010

Atomic partial charges in e from the natural (NBO) method, atoms 1 to 8:
1 C -0.37
2 C -0.22
3 C -0.52
4 C 0.24
5 C 0.42
6 F -0.26
7 C -0.15
8 C 0.78


No. 4
Molecular formula: C20H12Br2FeN4O5SSbSe4
Method: DFT, ωB97M-V/def2-TZVPD

HOMO (spin up / spin down)	-1.7 / -1.7	eV
total energy	-18020.70681	a.u.
2S+1	2
total charge	-2
frontier orbital gap (spin up / spin down)	4.8 / 4.8	eV
energy above the lowest of the compared OMol25 structures with the same formula, charge and spin	36.0	kcal per mole

Atoms and positions in Å:
Fe 0.273 0.511 0.067
O -1.258 0.661 5.856
C -0.885 0.591 4.542
C -1.216 -0.506 3.751
C -0.797 -0.501 2.435
N -0.101 0.519 1.950
C 0.174 1.598 2.673
C -0.197 1.672 4.002
C 0.744 2.755 1.838
O 1.064 3.783 2.426
O 0.732 2.512 0.588
C -1.151 -1.551 1.379
O -1.738 -2.569 1.738
O -0.813 -1.199 0.203
H -1.684 -0.170 6.093
H -1.798 -1.345 4.112
H 0.044 2.553 4.580
Br -0.077 0.128 -6.568
C 0.095 0.243 -4.685
C 1.195 -0.286 -4.052
C 1.261 -0.179 -2.669
N 0.315 0.425 -1.951
C -0.757 0.927 -2.582
C -0.910 0.860 -3.955
C -1.773 1.540 -1.689
C -2.902 2.192 -2.174
C -3.771 2.746 -1.259
Br -5.317 3.651 -1.871
C -3.517 2.652 0.096
C -2.370 1.982 0.484
N -1.522 1.434 -0.379
H 2.008 -0.760 -4.583
H 2.101 -0.586 -2.126
H -1.776 1.264 -4.455
H -3.096 2.278 -3.232
H -4.182 3.078 0.831
H -2.120 1.885 1.532
Se 4.490 1.154 -2.721
Sb 4.802 -0.612 -1.089
Se 2.532 0.001 0.375
Se 4.462 -2.828 -1.981
Se 6.422 -0.364 0.659
S 1.090 -5.352 -0.443
C 1.921 -4.837 0.964
C 2.078 -3.490 0.927
N 1.550 -2.862 -0.169
C 1.005 -3.715 -0.964
H 2.261 -5.530 1.713
H 2.589 -2.898 1.673
H 0.519 -3.451 -1.891

Force components x, y, z for each atom (eV/Å):
Fe -1.192 1.032 -0.363
O 0.006 -0.021 0.008
C -0.031 0.009 0.022
C 0.042 -0.003 -0.024
C 0.109 -0.045 0.012
N -0.031 -0.015 -0.066
C -0.014 -0.002 -0.006
C 0.079 -0.029 -0.013
C 0.041 -0.032 0.010
O -0.087 0.034 0.002
O 0.249 -0.114 -0.036
C 0.069 0.006 0.001
O -0.086 0.044 0.007
O 0.110 -0.206 -0.039
H 0.003 0.015 -0.007
H 0.025 -0.010 0.024
H -0.033 0.005 0.009
Br 0.002 0.005 -0.029
C 0.032 -0.025 0.083
C -0.007 -0.044 -0.131
C -0.044 0.106 0.040
N 0.089 -0.087 0.089
C -0.080 0.033 0.030
C 0.036 -0.004 0.040
C 0.091 -0.029 -0.058
C -0.020 0.052 0.074
C 0.047 -0.035 -0.009
Br -0.026 0.008 0.003
C -0.043 -0.002 0.031
C 0.000 0.002 -0.018
N -0.025 -0.203 -0.228
H 0.022 0.001 0.031
H -0.069 -0.062 -0.036
H -0.008 -0.004 0.002
H 0.023 -0.003 -0.007
H 0.012 0.016 0.000
H -0.008 -0.006 0.004
Se 0.079 0.102 -0.104
Sb -0.212 0.068 -0.201
Se 0.770 -0.432 0.765
Se -0.014 -0.037 -0.100
Se 0.101 0.020 0.090
S 0.012 -0.010 0.011
C 0.014 0.006 -0.014
C 0.029 -0.017 0.021
N -0.009 -0.130 0.098
C -0.089 0.044 -0.003
H 0.006 0.000 0.002
H 0.015 -0.003 -0.012
H 0.014 0.003 -0.005

Atomic partial charges in e from the natural (NBO) method, atoms 1 to 8:
1 Fe 0.84
2 O -0.67
3 C 0.33
4 C -0.32
5 C 0.13
6 N -0.42
7 C 0.14
8 C -0.29